DFT (ωB97M-V/def2-TZVPD) results for a molecular structure, C28H50Be2Cl10F2N3NaO11PS5.

Element x y z (Å)
C (-2.36780, 1.68294, 3.92601)
C (-1.80124, 2.23455, 2.62422)
C (-1.15055, 1.19760, 1.71023)
C (-1.84020, -0.14358, 1.60698)
N (-2.98163, -0.26942, 0.65335)
C (-2.67056, 0.20418, -0.68375)
C (-1.34929, -0.37030, -1.15885)
C (-1.21836, -1.88686, -1.00594)
C (-0.50889, -2.53576, -2.17649)
P (1.37631, -2.41053, -2.01432)
C (2.05141, -1.08691, -3.09792)
C (1.51304, 0.21901, -2.61076)
C (2.41457, 1.43216, -2.80561)
C (1.85370, 2.60969, -1.99468)
C (2.67775, 3.04425, -0.76719)
O (3.57852, 2.06271, -0.25552)
C (3.04668, 1.30848, 0.75691)
C (2.78160, -0.13094, 0.48642)
O (2.81143, 1.77093, 1.84505)
C (2.13620, -3.87573, -2.73452)
C (1.28560, -4.43098, -3.89253)
C (1.55172, -3.70480, -5.21566)
C (0.36418, -3.80558, -6.15485)
S (-0.93433, -2.51707, -5.87887)
O (-0.38177, -1.25234, -5.21582)
O (-1.98469, -3.04492, -5.09769)
Cl (-1.71462, -1.85688, -7.62688)
C (-4.18640, 0.13491, 1.16709)
S (-5.08132, -0.97816, 1.99246)
S (-4.87650, 1.76752, 1.03675)
C (-5.12675, 2.21010, -0.71773)
C (-4.31071, 3.47321, -1.05693)
C (-3.88388, 3.49059, -2.50675)
H (-3.43397, 1.48318, 3.79140)
H (-2.29346, 2.42240, 4.70869)
H (-1.84099, 0.80542, 4.28057)
H (-1.01213, 2.92038, 2.89912)
H (-2.52239, 2.85007, 2.11500)
H (-0.95992, 1.67705, 0.75405)
H (-0.17531, 0.99278, 2.13669)
H (-1.09908, -0.85472, 1.29803)
H (-2.18340, -0.50755, 2.55967)
H (-3.46341, -0.05441, -1.37233)
H (-2.60604, 1.29486, -0.70385)
H (-0.56118, 0.11872, -0.60594)
H (-1.17803, -0.08804, -2.21968)
H (-2.21461, -2.30137, -0.91369)
H (-0.67574, -2.11934, -0.09930)
H (-0.91657, -2.10001, -3.14873)
H (-0.75341, -3.59221, -2.17024)
H (3.12804, -1.15347, -3.04458)
H (1.72710, -1.16399, -4.13840)
H (1.25113, 0.20552, -1.56993)
H (0.67019, 0.28658, -3.26952)
H (3.44318, 1.17591, -2.60087)
H (2.33774, 1.70577, -3.85065)
H (1.80877, 3.46241, -2.65408)
H (0.84946, 2.37423, -1.65810)
H (3.26826, 3.90772, -1.02827)
H (1.99606, 3.36909, 0.00989)
H (3.04580, -0.74911, 1.32504)
H (1.72035, -0.23394, 0.28585)
H (3.29825, -0.45847, -0.40382)
H (3.08942, -3.56945, -3.15984)
H (2.29686, -4.63334, -1.98541)
H (0.22142, -4.43166, -3.67349)
H (1.56144, -5.47206, -4.00435)
H (2.43918, -4.23456, -5.72003)
H (1.85985, -2.68662, -5.07616)
H (0.67880, -3.71804, -7.18484)
H (-0.15013, -4.73814, -5.96441)
H (-4.86310, 1.39921, -1.37419)
H (-6.17530, 2.40254, -0.87969)
H (-4.90749, 4.33002, -0.77981)
H (-3.42784, 3.43319, -0.43399)
H (-4.69702, 3.30823, -3.19675)
H (-3.04320, 2.83383, -2.69189)
H (-3.52076, 4.48755, -2.72290)
Be (0.22067, -1.23003, -3.78484)
C (-3.14150, -6.20710, -1.27285)
Cl (-2.25106, -7.72513, -1.38509)
Cl (-3.03743, -5.49483, 0.34635)
Cl (-2.53883, -5.05395, -2.47192)
H (-4.18142, -6.40916, -1.48604)
C (-1.66656, 6.08884, 1.83868)
Cl (-0.54265, 5.35477, 2.98203)
Cl (-3.30930, 5.49107, 2.13293)
Cl (-1.64885, 7.83284, 2.03056)
Cl (-1.17808, 5.66860, 0.18441)
N (1.83869, -3.18506, 3.80594)
S (2.79474, -3.97071, 2.76860)
O (4.06923, -3.37608, 2.58273)
O (2.12009, -4.50247, 1.63258)
F (3.08300, -5.21768, 3.66004)
S (1.37892, -1.82216, 3.29365)
O (0.78592, -0.98283, 4.34308)
O (0.69339, -1.76795, 2.04028)
F (2.70767, -1.03544, 3.00224)
Cl (4.32116, -4.07392, -5.51479)
C (4.16471, 2.75525, 4.51369)
C (3.65489, 2.34911, 5.80946)
N (3.22840, 2.03162, 6.85126)
H (3.34999, 2.77606, 3.79851)
H (4.61149, 3.74557, 4.57992)
H (4.91732, 2.04608, 4.17487)
C (3.91628, 5.68855, 8.61500)
O (4.99090, 5.20080, 9.02743)
O (3.06522, 4.80023, 8.00581)
O (3.56912, 6.86700, 8.70274)
H (3.61853, 4.00550, 8.10219)
Na (-5.03771, -0.65799, 4.38283)
Cl (0.46136, -1.13786, 6.43446)
Be (-2.11832, -7.77982, 1.27275)

The value obtained for the molecular weight is 1229.567 g mol⁻¹. The HOMO-LUMO gap comes out at 1.7 eV. For the highest occupied orbital energy, the calculation gives -8.58 eV. The total charge is +1. The LUMO energy comes out at -6.893 eV. Its spin multiplicity is 1. The largest force on an atom comes out at 2.92 eV/Å.


DFT (ωB97M-V/def2-TZVPD) results for a single C6H8 molecule.

Element x y z (Å)
C (0.82575, 1.98619, 1.57330)
C (0.45551, 0.88649, 1.19772)
C (0.18837, -0.21103, 0.23936)
C (1.41600, -0.61745, -0.62024)
C (-0.98657, 0.12723, -0.57817)
C (-2.08539, -0.63594, -0.55939)
H (1.11210, 2.55815, 2.40380)
H (-0.11750, -1.09761, 0.74697)
H (1.59314, 0.06236, -1.35923)
H (2.45387, -0.69092, -0.10159)
H (1.27390, -1.54389, -1.09083)
H (-1.06126, 1.15569, -1.01673)
H (-3.06475, -0.49776, -0.96789)
H (-2.00318, -1.48150, 0.13292)

The calculation puts the energy above the lowest of the compared OMol25 structures with the same formula, charge and spin at 246.9 kJ/mol. The value obtained for the molecular weight is 80.130 g mol⁻¹. The HOMO-LUMO gap comes out at 10.9 eV. For the highest occupied orbital energy, the calculation gives -9.79 eV. The total charge is 0. Its SMILES is C#C[C@H](C)C=C. The LUMO energy comes out at 1.076 eV. Its spin multiplicity is 1. The largest force on an atom comes out at 3.44 eV/Å.


DFT (ωB97M-V/def2-TZVPD) results for a molecular structure, C3H2LiNiO2.

Element x y z (Å)
C (-1.59439, -1.04689, 0.21290)
C (-1.37960, 0.16150, 0.41961)
H (-1.74939, -1.92372, 0.83553)
H (-1.76912, 1.13789, 0.15203)
O (0.94752, 1.22790, 0.58812)
C (1.13974, 1.29584, -0.65409)
O (1.43165, 0.21857, -1.19824)
Li (0.07345, -1.25358, -1.33022)
Ni (2.90014, 0.18249, 0.97436)

The value obtained for the molecular weight is 135.681 g mol⁻¹. The HOMO-LUMO gap (alpha / beta) comes out at 7.2 / 5.2 eV. For the highest occupied orbital energy (alpha / beta), the calculation gives -18.89 / -19.03 eV. The total charge is +2. The LUMO energy (alpha / beta) comes out at -11.693 / -13.811 eV. Its spin multiplicity is 4. The largest force on an atom comes out at 3.20 eV/Å.


DFT (ωB97M-V/def2-TZVPD) results for a single C21H22N4O molecule.

Element x y z (Å)
C (5.48190, 2.18380, 2.93886)
C (4.47571, 2.30059, 1.84971)
C (3.67783, 1.33711, 1.31092)
C (2.88556, 1.94430, 0.29224)
C (1.91742, 1.34478, -0.55343)
C (1.51567, 0.04740, -0.60534)
C (2.00470, -0.97625, 0.21553)
N (2.35992, -1.86680, 0.85344)
C (0.48617, -0.31774, -1.62273)
O (-0.01827, 0.51884, -2.35453)
N (0.17707, -1.62979, -1.67495)
C (-0.78207, -2.18772, -2.59734)
C (-1.94093, -2.87644, -1.87686)
C (-2.81187, -1.94137, -1.09886)
C (-2.82491, -0.57788, -1.10641)
N (-3.79554, -0.11281, -0.25802)
C (-4.43510, -1.17178, 0.31448)
C (-5.48188, -1.21449, 1.22642)
C (-5.92983, -2.45484, 1.62657)
C (-5.35260, -3.62866, 1.13424)
C (-4.31476, -3.59298, 0.23056)
C (-3.84002, -2.35213, -0.19324)
C (3.25398, 3.29112, 0.26311)
C (2.76941, 4.40430, -0.59121)
N (4.20993, 3.48779, 1.20365)
C (4.83570, 4.75280, 1.46570)
H (5.50239, 1.15561, 3.28772)
H (6.48043, 2.44634, 2.58722)
H (5.23119, 2.82747, 3.78284)
H (3.64954, 0.30721, 1.59995)
H (1.42350, 1.99079, -1.27091)
H (0.60093, -2.26053, -1.01074)
H (-1.14531, -1.36602, -3.21707)
H (-0.27387, -2.91611, -3.24130)
H (-1.54022, -3.63721, -1.19887)
H (-2.54907, -3.39704, -2.62359)
H (-2.21160, 0.11347, -1.65061)
H (-3.99663, 0.85714, -0.08720)
H (-5.92793, -0.30644, 1.60606)
H (-6.74316, -2.52515, 2.33396)
H (-5.73474, -4.58040, 1.47402)
H (-3.87653, -4.50582, -0.14543)
H (3.58692, 4.82702, -1.17715)
H (2.34610, 5.20425, 0.01803)
H (2.00419, 4.05241, -1.27557)
H (5.33330, 5.12708, 0.56784)
H (5.57470, 4.64219, 2.25451)
H (4.09326, 5.49032, 1.78033)

The calculation puts the energy above the lowest of the compared OMol25 structures with the same formula, charge and spin at 91.0 kJ/mol. The value obtained for the molecular weight is 346.434 g mol⁻¹. The HOMO-LUMO gap comes out at 7.8 eV. For the highest occupied orbital energy, the calculation gives -7.65 eV. The total charge is 0. Its SMILES is Cc1cc(/C=C(\C#N)C(=O)NCCc2c[nH]c3ccccc23)c(C)n1C. The LUMO energy comes out at 0.147 eV. Its spin multiplicity is 1. The largest force on an atom comes out at 1.40 eV/Å.


- The highest molecular weight belongs to which entry?
  C28H50Be2Cl10F2N3NaO11PS5


- Which value of total charge does entry 4 give?
  0


- total charge of number 2 (C6H8)?
  0